6
Properties=species:S:1:pos:R:3:forces:R:3:nbo_charge:R:1 method="wB97M-V/def2-TZVPD" relative_energy_kcal_mol=11.1 largest_force_ev_per_a=3.409 total_energy_ha=-153.4634 smiles=C#CC#C e_lumo_ev=0.75 homo_lumo_gap_ha=0.3886 total_charge=0
C 1.906757 -0.088168 -0.067908 0.7 1.8 0.9 -0.18
C -1.913121 0.004380 -0.057109 2.5 -0.4 0.3 -0.14
H 2.966903 0.419400 0.064368 -2.8 -1.9 -0.5 0.27
H -2.940483 -0.041292 0.037512 -1.4 0.2 -0.1 0.23
C -0.708950 -0.109618 0.006243 -0.1 -0.2 -0.2 -0.09
C 0.688893 -0.184704 0.016896 1.1 0.5 -0.4 -0.10